1.
The following is a DFT calculation (ωB97M-V/def2-TZVPD) of a cluster of 11 separate species, C31H88N4O15 in total in a non-equilibrium geometry.

Summary:
- gap between HOMO and LUMO (eV) = 9.0
- multiplicity = 1
- E (Ha) = -2581.151743
- SMILES = COCCNCCOC.COCCNCCOC.COCCNCCOC.COCCNCCOC.CO.CO.CO.CO.CO.CO.CO
- energy above the lowest of the compared OMol25 structures with the same formula, charge and spin (kcal per mole) = 34.06
- HOMO level (eV) = -8.414

Structure (XYZ):
```
138
Properties=species:S:1:pos:R:3:forces:R:3
C 4.18778 0.42304 -5.78704 0.1 1.6 0.5
H -0.87221 3.21519 -2.79352 -0.5 0.0 -0.6
H -0.96154 1.65626 4.78312 0.1 0.2 1.0
H -2.48865 3.25189 4.49770 0.0 0.0 0.1
H -9.77678 3.54518 4.72727 0.5 0.3 0.5
C 3.99884 -3.00782 -0.83382 -0.9 0.5 0.3
N -6.98951 -0.45869 4.69635 0.7 0.1 -0.1
C 3.83041 3.69349 -3.40458 -2.4 0.2 0.7
C -5.01065 -1.05187 3.30778 0.7 1.2 -0.2
H -7.44030 -0.53236 3.78887 -0.3 -0.6 0.1
H 0.17182 0.60076 -0.35547 -2.7 -0.2 -0.3
H 3.32110 0.03636 -6.26129 -0.7 -0.3 -0.7
H -1.16442 -1.00281 -1.87833 0.4 0.4 -0.2
H -3.32974 -0.85224 1.59737 0.4 0.3 0.0
N -1.67962 -4.17102 -0.84061 0.1 0.5 -0.3
H 1.91750 7.13816 -2.15205 0.0 0.1 -0.3
H 4.19322 3.92193 -4.40367 0.1 0.0 0.0
C -5.77907 -1.31683 4.60197 -1.5 -0.8 -2.3
H 3.09509 5.04174 -1.69879 0.5 -0.9 0.2
H -2.79190 -2.44096 -4.36900 0.4 0.4 0.2
H -2.04135 -5.81807 0.45028 0.2 0.8 0.1
O 6.24238 0.31425 1.35594 -0.5 -0.7 0.5
C 2.30835 -1.45431 2.52340 0.5 0.4 -0.2
H 4.44543 1.43666 -6.23674 -0.2 -1.1 0.5
H 1.93056 -1.34718 -4.25117 0.2 0.3 0.3
C -6.70507 0.98553 4.73713 -0.2 -0.5 0.3
O 1.09329 0.55624 -0.41053 2.8 -0.9 -0.5
H -2.71202 -2.50811 1.53481 -0.3 -0.1 0.2
C -2.88835 2.82466 3.57785 0.2 -0.7 -0.7
C 2.00341 -2.26570 -4.81087 -1.3 -0.9 -0.9
N 0.29976 -1.04376 3.81915 -0.9 1.2 -1.0
H -3.31172 1.24678 -1.47811 0.8 1.1 1.1
C 2.46752 7.07702 -3.10732 1.4 1.0 0.4
H -3.43904 1.81441 0.25501 -0.5 0.1 0.0
C -1.45163 -2.03858 -2.00978 0.7 -1.6 0.4
H 2.75340 -1.35067 1.51748 -0.2 0.3 0.1
H -0.23306 -7.91759 -3.07310 -0.4 -0.5 -0.3
H 5.83878 -0.06285 -4.15249 -0.7 0.8 0.4
O 1.69497 -3.41841 -3.98987 0.5 1.1 -0.6
H 2.02227 1.90919 -0.28879 0.6 1.0 0.5
H -4.34414 -2.08358 1.02623 -1.0 -0.6 -0.7
H -5.97554 1.20991 5.53684 -0.6 0.0 -0.1
C 5.34127 1.23392 1.93904 -0.9 -0.3 -1.1
H 0.69440 -5.49227 -0.78257 -0.3 0.0 0.2
C 5.54124 1.94448 -3.44734 1.1 0.3 -1.0
H 5.42253 -1.60136 -0.32691 -0.4 -0.7 0.3
H 4.56491 5.59874 -2.59764 -1.3 -0.5 -0.2
H 2.69401 -0.43699 -1.04449 0.6 -0.5 0.2
H 0.35479 4.55956 -3.14795 -0.4 -1.9 0.4
H 1.26076 -2.19040 -5.66746 0.8 -0.1 0.8
H 0.27226 -1.09121 1.77149 0.4 0.2 0.2
C 0.21463 -7.52158 -2.18617 0.6 1.7 -0.1
C 1.30531 -3.63719 2.28111 1.4 0.4 0.2
H -0.95786 -2.38794 0.00947 -0.2 0.0 0.6
O 2.53440 2.77295 -0.12351 0.0 -0.8 -1.0
H -1.65062 -0.86608 3.11926 0.7 1.2 1.4
H 2.25432 4.36897 1.15533 0.0 0.8 -0.5
H 3.57411 -3.23820 -1.83457 0.1 0.1 0.7
H -6.23982 1.29544 3.82509 0.4 0.5 -0.8
H 5.67935 2.39022 -4.46491 0.2 -0.3 0.7
C 3.56695 5.03386 -2.68938 0.7 1.0 -0.5
H -1.25744 -0.69328 4.88157 -1.6 -0.2 1.5
H -2.46249 3.37593 2.71514 -0.4 0.0 0.4
H 1.10463 3.04457 1.28362 0.7 0.1 0.7
C 0.13922 3.54080 -2.63501 0.7 1.8 -0.8
O 4.69395 -1.79755 -0.92958 0.5 1.4 -0.9
H 0.61446 -8.28424 -1.53148 0.1 -0.4 0.1
C -0.86650 -2.95927 -0.90548 -1.4 0.9 -0.9
H -3.00815 3.02778 -1.00624 0.1 -0.7 0.1
C -1.12094 1.17986 3.84058 -1.5 -0.3 -0.7
O 2.35234 -2.83957 2.85670 -0.3 0.2 0.2
C -8.82367 3.90102 5.19347 -0.4 -0.5 -0.8
H 0.23316 -6.68123 0.41940 -0.7 -0.1 -0.9
H 1.29011 -3.47779 1.18350 -0.1 -0.4 0.4
H 4.32184 1.10810 1.55993 -0.1 -0.6 0.2
C -2.91172 1.97086 -0.67586 1.4 -0.6 -0.5
H -1.76271 -4.60288 -1.76678 0.1 0.2 0.4
C 1.67066 -0.40725 -1.35450 0.1 1.8 0.8
H -8.29927 1.45031 5.93644 -0.7 0.3 0.0
H 5.52343 2.24332 1.65259 0.7 1.0 0.0
H 4.85746 -0.00447 -2.75561 -0.4 -0.1 1.2
O -7.75394 3.08590 4.78523 -0.2 -0.2 -0.9
H 2.98291 -0.88866 3.22718 -0.4 -0.9 -0.5
H 3.51263 7.51308 -2.90993 -1.3 -0.4 -0.3
H 0.38215 -3.35097 2.74662 -0.8 0.1 0.0
H 1.69403 -0.01569 -2.35019 -0.3 0.5 -0.7
H -1.23076 -2.23669 -5.23957 -0.7 0.6 0.8
H 1.12942 3.63653 -0.90525 -0.2 -0.1 -0.5
H -0.69375 -4.61811 0.97636 -1.2 -0.6 -0.7
C 5.01689 0.55434 -3.64818 1.7 -0.9 -0.4
H -2.53214 -2.06539 -2.01174 -0.5 -0.1 0.4
H -8.79533 1.29616 4.24478 -0.4 0.3 -0.5
H 2.81586 3.20213 -3.49565 0.9 0.4 -0.3
H 1.03829 -6.84987 -2.53116 -0.2 -0.5 0.3
O 3.86433 0.49628 -4.39961 -0.7 -0.1 -1.2
H 1.98578 7.75200 -3.87085 0.3 -1.2 0.6
C -1.21782 -5.14769 0.11500 -0.1 0.5 1.6
H 1.16005 0.33532 2.35613 -0.2 -0.6 0.2
C -1.78351 -1.97513 -4.28912 0.2 -0.7 -1.8
C -1.01584 -0.33946 3.92877 1.0 -1.7 -1.7
C 0.94856 -0.74275 2.58369 0.6 -0.5 -1.3
H 4.28804 2.34746 -1.94818 -0.2 0.4 0.2
H 0.87399 -3.11603 -3.59770 -0.7 -0.5 0.5
H 2.98532 -2.37054 -5.24384 0.3 -0.1 0.1
O -2.50134 1.44039 3.43926 0.5 0.5 0.5
H 5.03082 -0.24578 -5.87752 0.2 -0.3 -0.5
O -4.03474 -2.08608 3.06459 -1.2 0.8 0.2
H 2.86009 2.99440 1.90160 -0.1 -0.7 0.6
H -4.50626 -0.05796 3.40930 0.2 -0.7 0.0
H -5.10615 -1.18681 5.41831 0.2 0.0 0.8
H -8.84971 3.82997 6.26706 -0.6 0.3 0.6
H 0.94779 -0.87908 4.55709 0.1 0.3 1.0
H 6.54801 1.79927 -2.99942 -0.3 0.4 -0.1
H -5.63609 -0.85279 2.38005 0.0 -0.9 1.0
H -6.13074 -2.37552 4.49225 0.3 0.8 0.7
H 4.61015 -3.80384 -0.50512 0.9 -1.1 0.2
H -0.88093 2.33181 -0.57342 0.1 1.0 -0.5
O -0.74185 -6.70956 -1.52324 -0.1 -1.1 0.0
H 5.39225 1.10490 2.98319 -0.2 0.0 1.3
O -1.50665 1.65732 -0.30647 -1.6 -0.7 -0.3
H -8.62454 4.91365 4.84787 0.0 0.0 0.2
N 4.73837 2.86814 -2.69180 0.8 -0.7 0.9
C -3.59644 -1.89744 1.75524 1.6 0.4 -0.2
H 1.24084 -1.37858 -1.39479 -0.6 -0.7 0.5
O 0.21440 3.73677 -1.24614 0.3 -0.2 1.1
C -8.04924 1.71692 4.90298 2.4 -0.5 1.6
H 3.21982 -2.90881 -0.05565 -0.1 -0.2 -0.5
H 6.72168 0.78710 0.70765 0.9 0.5 -1.1
H 0.20896 -3.04400 -1.06349 0.2 -0.6 -0.3
O 2.61739 5.72901 -3.50202 0.3 0.6 -0.7
O -1.03386 -2.58369 -3.26807 0.0 0.9 0.6
H -0.41461 1.65202 3.17163 0.1 0.0 -0.7
H 1.54931 -4.67352 2.57227 -0.1 0.4 -0.5
C 2.17612 3.29960 1.12693 -1.1 -0.4 0.0
H 0.82353 2.76648 -3.01311 -0.1 0.2 0.1
H -1.88315 -0.87688 -4.17166 0.2 -0.5 0.0
H -4.00263 2.89827 3.59123 0.9 -0.2 -0.1
C -0.20061 -6.05310 -0.41728 2.6 -0.2 -0.2
```
Forces are in eV/Å.


2.
The following is a DFT calculation (ωB97M-V/def2-TZVPD) of a cluster of 10 separate species, C31H89N7O10 in total in a non-equilibrium geometry.

Summary:
- gap between HOMO and LUMO (eV) = 9.0
- multiplicity = 1
- E (Ha) = -2369.943438
- SMILES = COC[C@H](C)N.COC[C@H](C)N.COC[C@H](C)N.COC[C@H](C)N.COC[C@H](C)N.COC[C@H](C)N.COC[C@H](C)N.CO.CO.CO
- energy above the lowest of the compared OMol25 structures with the same formula, charge and spin (kcal per mole) = 73.60
- HOMO level (eV) = -8.609

Structure (XYZ):
```
137
Properties=species:S:1:pos:R:3:forces:R:3
C -1.16801 3.56521 -1.43621 -0.6 -2.0 1.6
H -3.51402 -1.16314 -5.10411 0.4 0.8 -0.6
H -4.48818 2.65165 -0.90017 -0.2 -0.1 0.1
H 2.73821 -1.37013 0.05100 0.6 0.4 -0.4
H 0.66215 1.96752 -6.25775 0.2 0.4 0.4
H 3.11215 -5.46631 2.71548 -0.3 0.3 -0.5
H 5.09224 0.63553 -0.88505 -0.1 0.2 0.4
H 1.10911 0.55209 -2.97850 -0.5 0.2 0.2
H 0.81768 -2.11794 1.61401 -0.1 0.3 0.1
H 1.69272 0.37826 1.57025 -0.1 0.1 0.3
H -5.36830 2.38197 3.11057 -0.3 0.8 -0.5
C -3.02917 -0.35553 -5.73485 -0.2 -0.8 1.5
H -5.52201 3.92667 2.47674 -0.5 -0.8 0.4
C -3.33627 3.29955 1.63145 1.9 -0.2 0.5
C 0.45123 0.36319 -5.02078 -0.6 -0.5 0.9
N 4.85266 0.48982 0.09788 1.6 -0.8 -0.7
H 1.85926 5.72470 -5.23952 -1.4 -0.6 0.7
H 2.78017 -2.88945 -2.48501 -0.4 -0.4 0.4
H 1.32847 4.29918 -4.35611 0.2 -1.4 -0.1
H -3.44608 0.61446 -5.43157 0.4 0.0 0.2
H -1.32895 5.50992 -3.43648 -1.0 -0.6 0.0
O -2.92789 2.73487 2.89280 -0.3 0.1 0.1
C -2.80047 -2.72557 4.35333 0.1 -1.3 -0.2
H -1.38278 -5.99272 -0.79562 -1.3 -0.5 -0.1
H -1.08529 2.36627 3.68755 -0.1 0.1 0.9
N 0.70336 0.96351 -6.28265 0.6 0.8 -1.2
H 1.95553 -5.21097 0.06776 0.4 -0.6 -1.1
H -0.82895 6.09203 -1.80057 0.1 -0.3 -0.7
H -0.83868 0.34065 7.73567 0.7 -0.5 -0.2
C 3.70913 -1.64823 -0.44383 0.7 0.2 1.2
H -0.04993 -3.94157 -0.00016 -0.2 0.2 0.3
C -0.12978 -0.77269 6.15055 0.0 0.5 -1.8
H 5.62388 -0.82502 2.35542 -0.6 0.1 0.0
H 0.05865 -4.55036 -2.17452 0.2 0.0 0.1
H 0.90685 2.12606 -3.91175 0.5 -1.3 0.3
H -1.23510 1.10238 1.18307 0.1 0.2 0.3
C 1.25202 1.04034 -3.93775 -0.1 1.1 0.1
C 2.98665 -4.52739 2.12400 0.3 -0.5 2.6
H -4.50428 1.55226 1.11538 -0.2 1.1 0.5
C -1.69153 3.23501 3.43406 -0.4 -1.7 -3.1
H 0.13634 0.72574 -7.08309 -0.3 -0.7 0.4
H 1.82573 1.55704 -0.96839 -0.5 0.2 -0.4
H -1.47887 1.31702 -4.48405 0.5 -1.0 -0.6
H 1.70585 6.98815 -1.90191 0.1 -0.3 -0.3
H 3.62689 -4.55965 1.30303 1.2 -0.1 -1.7
H 1.71217 3.06498 -2.02635 -1.2 0.5 0.3
O -1.42814 -0.15692 -1.20608 -0.6 -0.1 -0.7
O 2.96320 3.13363 -0.40018 0.7 1.8 -0.8
C -1.50304 -1.36540 5.77952 0.5 -1.2 1.2
H -0.73723 -4.66855 2.49563 0.0 -0.4 -0.1
C -1.68274 0.19121 1.57347 -0.7 -0.8 -0.5
H 0.02341 -1.59894 -0.92293 -0.4 -0.5 0.0
C 0.65229 6.03932 -3.38176 0.2 -0.5 -0.4
C 4.94462 -0.99211 0.30922 -2.8 0.5 -0.3
C -5.03452 3.19188 -0.11535 1.3 0.7 -0.3
H -2.23484 -0.56268 5.70802 -0.3 0.0 -0.1
H -3.44936 4.40774 1.73422 -0.1 -0.5 -0.1
H -2.19662 3.80662 -1.71950 0.0 0.3 0.1
H -1.85148 3.98612 4.14606 0.0 0.9 1.3
H 1.06639 -2.60090 6.42351 0.0 0.3 -0.1
H -1.18580 -0.16535 -3.59998 0.5 -0.1 -0.9
H 2.00865 -1.10709 5.89816 -1.7 -1.2 0.0
H -3.15315 -0.99978 -0.48036 -0.1 -0.3 0.2
C -0.55060 5.45955 -2.68942 -0.1 0.7 0.7
H -1.50562 -6.03095 1.53996 -0.3 0.1 0.6
N -5.66874 2.91894 2.27844 0.7 0.2 -0.1
C 4.82290 -1.32763 1.79370 0.8 -0.6 -0.4
N -0.06144 -0.32066 7.54633 -1.2 -1.5 0.5
C 2.30909 2.43323 -1.40855 0.8 -1.0 -0.4
C 2.74265 -1.79892 -2.51163 -0.9 -1.4 -0.7
C -0.11658 -4.93764 0.45235 0.0 0.2 -2.2
H -1.93750 -4.29809 1.32374 -0.7 0.0 -0.2
H 0.44627 -0.02841 -0.39034 -0.9 -0.1 -0.1
H -3.17458 -3.46338 5.12344 0.7 1.0 -0.2
O -0.22200 4.16193 -2.22472 0.4 0.6 -1.5
H 0.00602 0.08975 5.47467 0.0 0.1 0.5
H -1.65109 -3.77475 -3.50855 0.5 0.4 -0.1
H -0.34901 -2.65333 -4.18510 -0.7 -0.5 -0.2
O 3.78127 -1.29222 -1.78011 0.6 1.3 0.3
H 0.38475 7.02263 -3.75645 0.0 0.4 0.4
C -0.99972 0.28173 -4.61587 -1.8 1.3 0.6
H 0.16667 -1.16109 2.76602 0.2 -0.2 0.0
H 0.11878 5.19500 -5.31927 -0.7 -0.3 -0.6
H -1.10211 2.43101 -1.49326 0.2 1.2 -0.2
H 0.08243 -6.70084 -0.55838 -0.1 -0.7 -0.1
H -3.13993 -0.70086 -2.17940 0.1 0.1 -0.4
H -2.50438 3.12996 0.86674 -1.1 0.1 0.8
H 1.22736 -6.29259 1.35148 0.5 0.6 -0.2
H 3.81140 -1.16097 2.16683 0.2 0.4 0.1
C 0.97608 5.23388 -4.69516 2.2 2.2 1.2
H 3.94018 1.29806 2.28230 0.3 0.2 0.4
H 1.64691 5.36767 -1.68414 0.1 0.6 -1.0
H 3.71212 -2.73209 -0.39229 0.3 -0.7 0.2
H 2.88716 2.49676 3.08936 -0.2 0.0 -0.2
C -0.57808 -3.66093 -3.78493 -0.2 1.1 0.0
H 0.99778 -2.04669 4.75412 -0.3 0.0 -0.1
O 2.02152 1.30024 1.61173 -0.1 0.4 0.1
H -2.18235 -2.08576 -1.55119 -0.1 0.4 0.0
H 2.33603 1.01304 -4.04473 -0.1 0.1 -0.6
H -0.98409 3.79412 -0.35436 -0.3 0.2 -0.7
H -1.79799 0.21721 2.66056 0.5 -0.1 -0.1
C -2.51980 -1.04880 -1.36404 0.0 0.1 0.1
H -0.30485 -1.19515 8.11456 0.5 1.7 -0.7
H 3.94466 0.93254 0.20101 -0.2 -0.8 0.2
H 0.61969 -0.69835 -5.06739 1.1 -0.7 -0.3
H -6.09238 3.08684 -0.26466 -0.5 0.3 -0.2
O -1.62484 -0.45476 -5.67305 -0.2 0.7 0.5
H -1.29239 -1.99533 0.98516 -0.8 0.4 0.5
H 2.93646 -1.62832 -3.55337 -0.1 0.8 -0.6
H 5.86422 -1.43071 -0.12522 -0.3 0.7 0.2
H 1.72284 -1.47862 -2.20969 0.6 0.0 -0.1
C 1.27043 -5.26532 0.88514 -1.0 -1.1 0.3
H 2.75396 0.74562 3.52648 0.2 0.9 -0.9
O 1.67508 -4.29322 1.75728 -0.1 0.9 1.3
O -1.49085 -2.17541 4.57243 -1.2 0.5 1.4
H -3.58753 -1.98144 4.20335 0.2 0.2 0.1
N 1.73802 6.10545 -2.41331 0.6 0.0 0.6
N 0.45005 -1.17489 1.78761 -0.7 0.2 0.0
C -0.83592 -0.99549 1.02496 0.6 -0.4 -0.4
H -1.72969 -1.97119 6.72142 -0.3 0.1 -1.3
H 3.00607 2.08991 -2.17321 0.6 -0.5 0.2
H -0.39237 -4.39501 -4.56615 0.4 -0.2 0.0
H -4.62523 4.23014 -0.18625 -1.0 -0.4 -0.2
H 5.00146 -2.39644 1.91110 0.1 -0.2 0.1
C -4.64703 2.66811 1.24334 0.2 -1.5 -0.1
C -1.14897 -5.00088 1.53213 0.3 0.1 0.5
O 0.27701 -3.73567 -2.66339 -0.2 -0.7 0.3
N -0.41516 -5.84353 -0.70218 1.4 1.3 0.5
H 2.89398 2.66889 0.40855 -0.5 -0.8 1.2
H -2.72730 -3.34961 3.45159 0.0 0.4 0.0
C 1.01129 -1.70464 5.78338 2.2 0.8 0.8
H -1.17482 3.59730 2.55265 0.6 0.8 0.1
H 3.34454 -3.75182 2.78430 -0.2 0.5 0.1
C 2.94617 1.48793 2.68519 -0.2 -1.5 0.5
H -2.75126 0.21206 1.22832 1.1 -0.3 0.0
H -3.30185 -0.49399 -6.74793 -0.4 -0.4 -1.1
C -0.43148 -0.73128 -0.43893 2.0 1.1 1.0
```
Forces are in eV/Å.